Entry 1:
Computed, not measured: a cluster of 7 separate species, C58H56Br2F2N6O2Si in total in a non-equilibrium geometry, with the ωB97M-V functional and the def2-TZVPD basis.

```
127
C58H56Br2F2N6O2Si, DFT the ωB97M-V functional and the def2-TZVPD basis
H 5.4630 -2.5500 -0.7031
C 0.0722 -7.5176 0.4077
C 3.7554 -2.3982 0.7718
H -5.8753 4.4702 0.0531
C -3.6905 0.0222 -5.1895
H 0.3566 5.2131 -2.0898
C -6.7692 10.7152 -0.5545
C -3.9870 1.8561 -2.5796
C 3.5294 -0.8758 0.3011
H -6.0975 4.4791 -1.8526
C 2.7151 3.4166 -1.2626
H 8.6579 -4.7740 0.1291
Br 6.5088 -2.6857 1.7467
H -3.7686 5.8815 -1.2812
F -1.6036 7.1004 -1.7787
N 13.8399 -6.2639 2.3203
H -2.0014 3.8718 -1.4619
H -3.4546 2.0155 -6.3136
N -6.5727 9.3879 -0.5956
C 10.1328 -6.2377 -0.4450
H -3.6941 5.7365 0.5566
C 0.6624 4.5996 2.1862
H -9.8498 1.7289 3.2859
H 4.6224 -4.8844 -0.9793
O 3.2670 3.9424 -2.2627
H -5.4087 1.0523 0.4900
C -6.2166 2.7583 3.7148
H -6.7843 0.1383 -4.6142
H -10.5579 -0.0246 -1.5154
H -4.1124 2.1146 1.4247
H 4.4125 -5.1233 0.8931
H 11.4097 -7.9362 -0.7754
C 3.0373 1.9120 -0.7745
Si -4.2390 2.8777 -0.9642
H -3.7250 11.8356 0.3647
H 12.0693 -6.4111 1.2920
H -5.2097 7.8732 -0.3309
H -3.7028 3.6220 -4.0414
H 10.8894 -7.7352 3.0480
H 3.6243 -1.4974 -1.9980
H 6.0848 -5.1341 0.1437
C 1.1318 -6.8683 -0.2094
H -6.2451 1.7699 5.6236
C 3.3541 0.2847 1.3303
H 10.6777 -5.5722 -1.1031
H 15.5149 -6.2343 3.5096
C -5.8991 3.8485 -0.9239
N -6.8512 3.1147 2.5863
H -8.9603 -0.7728 -5.4338
H 0.8300 -10.6343 -0.6454
C -0.0574 -8.8910 0.2598
C 3.0972 1.7085 0.7851
C -7.6500 0.0858 -3.9608
H -5.1828 3.0810 3.7850
H 14.5031 -7.5608 5.3661
C 0.4775 5.0402 -0.9649
C 8.6979 -7.8337 1.2247
C -5.7849 11.6310 -0.2195
H -3.6191 -0.6616 -6.0973
C 5.0476 -4.6310 0.0633
H 10.0944 -9.4010 0.7590
C -0.4700 5.4741 1.5854
C 9.0112 -5.7950 0.2374
C 14.4914 -6.5897 3.4481
C -0.5438 5.6732 0.0274
H 3.6019 -2.4545 1.9146
H 8.0939 -8.4340 1.8976
C 0.8866 -9.5600 -0.5029
H 2.8632 -7.1645 -1.4584
H 12.1379 -8.3233 5.1281
C -1.8017 6.5637 -0.4679
C -9.9246 -0.4658 -3.5293
H -4.2095 -0.2948 -1.5414
C 3.4940 -0.6482 -1.2552
C -8.8573 -0.4213 -4.4147
H -3.9531 -1.7593 -3.6628
H -8.6213 3.0319 1.5469
C 3.2354 0.7764 -1.8044
C -4.2911 9.7829 0.0632
C -8.5013 0.4878 -1.8778
H -1.2483 5.9427 2.2673
C 2.0206 -7.6270 -0.9539
C 12.5696 -6.6862 2.2124
C -2.7057 4.0100 -0.5555
C 10.5358 -7.5525 -0.2601
C 2.8496 3.0048 1.7169
N 1.9196 -8.9563 -1.1118
H 3.3768 0.0674 2.4564
C -9.7472 -0.0038 -2.2332
C -4.0412 0.2870 -2.5214
H 1.2644 -5.7973 -0.1149
C 13.9287 -7.3248 4.4790
C -8.8140 2.0081 3.4338
H -8.3139 0.8635 -0.8765
H -6.0000 12.6923 -0.2047
C -3.0899 5.5603 -0.4132
C -4.3834 1.5485 0.4552
C 11.9163 -7.4227 3.1876
C -6.8073 2.0316 4.7359
H -6.7211 3.0536 -0.7517
H -0.6457 -6.9585 0.9980
C -5.3412 8.9499 -0.2880
H -8.6313 1.0833 5.3666
H 0.6631 4.4507 3.3122
C 9.8075 -8.3703 0.5913
H -0.8726 -9.4299 0.7264
H -3.3197 9.3737 0.3040
H -2.2615 3.5488 0.4070
C -3.7484 2.4711 -3.9897
C -3.5990 1.5754 -5.2584
H -10.8853 -0.8570 -3.8463
C -8.1332 1.6518 4.5888
H -7.7735 11.0415 -0.8054
C -8.1328 2.7327 2.4691
H 3.1751 1.0518 -2.9173
C 5.1563 -3.0240 0.2937
O 3.5045 3.2002 2.7642
F -2.1146 7.6051 0.4966
C 12.6141 -7.7469 4.3423
N 8.2874 -6.5651 1.0656
C -3.8911 -0.6182 -3.7941
N -7.4520 0.5405 -2.7139
Br 2.2550 -3.4431 -0.0958
C 1.6040 4.1722 -0.3664
C 1.6653 3.9699 1.1940
H -3.5259 0.7901 0.2781
C -4.5218 11.1506 0.0958
```

As for the net charge: 0. For the gap between HOMO and LUMO, the calculation gives 7.24 eV. Its HOMO energy is -8.6 eV.

---

Entry 2:
Computed, not measured: a structure of composition C33H38N9O2STa in a non-equilibrium geometry, with the ωB97M-V functional and the def2-TZVPD basis.

```
84
C33H38N9O2STa, DFT the ωB97M-V functional and the def2-TZVPD basis
H 1.6605 -0.0923 4.7150
H -0.9128 -0.3856 2.2901
O -0.4374 -0.9042 0.3515
C 2.3284 1.0712 -2.4471
C 5.3524 1.1484 -0.2269
C -3.5489 0.8591 0.7171
H -1.3463 0.0682 -3.9486
C -3.0500 -1.1107 -0.3603
H -1.9940 -0.8360 3.6001
H 0.0456 6.1254 -1.1667
H 3.5339 0.4595 3.2620
C -0.9485 -0.6595 3.3406
Ta -0.4916 0.9672 -0.8217
N -2.7451 0.1663 -0.1087
H -2.8334 4.6337 0.1683
H 0.7087 -6.7775 -1.3630
H 0.9265 1.1363 2.1418
H -0.0210 -4.4822 -2.3453
H -0.5776 -0.8078 -1.9796
H 1.4017 1.1942 -4.6657
H 0.0423 2.1092 -4.0378
N 0.2099 -2.1080 -3.4030
H 7.3050 1.5428 0.5981
H 0.4637 -3.7381 3.1944
C 4.7369 0.9541 1.0028
H -0.0234 -2.1482 4.4801
H -0.9359 -6.8940 -0.7648
C 6.8404 1.3158 -0.3592
C -0.1584 -1.8724 -2.2630
H -4.3531 -2.7819 -0.0534
N -0.8131 5.7558 -0.7829
N -2.1997 2.6827 0.2788
C -4.8715 -1.0839 1.1679
N 1.5982 0.8554 2.8461
C 0.1783 -1.3238 -4.6150
N -2.3303 2.5966 -2.9733
H 0.4117 -7.0687 0.3565
H 1.1942 -1.3020 -5.0160
C 3.1240 1.0644 -1.2365
H 7.0807 2.1166 -1.0581
C -0.4116 0.4423 4.2575
C 0.5468 1.1448 -3.9896
C -0.1583 -2.7588 -1.1010
H 0.2109 -5.1820 1.8209
C -0.9016 4.4899 -0.4540
C -0.2468 -2.2063 0.1802
C -4.4276 3.2598 1.1144
H -0.6709 0.2279 5.2956
C 0.0635 -6.5279 -0.5214
H -0.6596 0.3884 -5.5168
H 7.2998 0.4043 -0.7476
C -1.7023 1.8583 -2.3411
H 2.9185 1.1398 -3.3610
C 3.3410 0.8707 1.1475
C 0.0760 -4.5016 0.9866
C 0.0485 -2.8791 2.6764
H -0.9395 1.3621 3.9945
C 2.8251 0.7133 2.4768
H 4.9640 1.2697 -2.3242
C -0.0727 -3.1135 1.2716
H 5.3556 0.8928 1.8931
H -5.1670 0.8126 2.1249
C -0.0584 -4.1298 -1.3193
N 1.0515 1.0022 -2.5934
C -4.5812 0.2546 1.4077
C -0.4073 0.0777 -4.5007
O 1.2009 0.8787 0.0713
H -4.6860 3.9066 0.2681
H -2.4245 -1.6362 -1.0662
H -1.5806 6.4090 -0.6869
H -0.4015 -1.9028 -5.3342
C -3.3365 2.3099 0.7293
H -4.1184 3.8966 1.9481
H 1.2923 1.6166 4.7799
C 1.0946 0.6997 4.2253
C 4.5168 1.1692 -1.3391
S 0.4486 3.4545 -0.5947
C 2.5379 0.9556 0.0066
N -0.2200 -1.9169 3.5123
H -5.3432 2.7506 1.3912
H -5.6923 -1.5646 1.6848
C -4.1213 -1.7629 0.2269
N -2.0353 4.0217 0.0606
C 0.0211 -5.0436 -0.2752
```

As for the net charge: +4. For the gap between HOMO and LUMO, the calculation gives 5.99 eV. Its energy above the lowest of the compared OMol25 structures with the same formula, charge and spin is 85.81 kcal/mol. Its HOMO energy is -18.5 eV.

---

Entry 3:
Computed, not measured: a structure of composition C35H34F7N3OP2S2Y, with the ωB97M-V functional and the def2-TZVPD basis.

```
85
C35H34F7N3OP2S2Y, DFT the ωB97M-V functional and the def2-TZVPD basis
S 2.2944 1.9696 -0.6462
C -0.3128 -1.7565 -4.2305
C 2.7992 3.2825 6.0670
H -0.2507 1.8645 6.1227
H 0.4399 2.3161 -4.7965
S 2.9635 1.7833 2.3707
C -1.5640 2.5301 -3.7728
H -1.1142 -1.0327 -4.1744
C -0.4996 4.2342 -2.1782
H 3.7071 -0.7737 -1.2371
F 0.5350 -4.0564 2.6488
H -1.1677 3.0613 1.1167
F 2.7020 -3.8163 3.4200
C -2.0531 0.9098 -2.1427
C -2.5585 -2.2663 -1.8918
C 1.6759 -3.6386 -4.4207
H -2.7222 0.1977 -1.6709
H 1.4610 4.5407 -1.4561
H -2.4530 2.4929 -0.5672
C 0.6195 3.8643 -1.5458
C -2.2548 -4.0282 0.2310
H -0.3200 -3.1696 0.4861
C -0.5120 0.5234 -1.9815
C 1.5606 2.8914 6.5539
H 1.2517 3.1541 7.5573
C 1.5207 -2.9263 -3.2282
H -2.9130 0.7492 -4.2496
C -2.4279 1.3476 -3.4920
H -1.7330 -0.4290 0.0940
H -1.1796 -0.5608 3.7156
H -1.4404 -0.2003 1.7922
F 2.0391 -2.8417 1.4161
C 2.4520 -3.2883 -2.1369
C 1.0843 1.7949 4.4434
N 0.1456 1.0755 3.5963
H -0.5540 5.2370 -2.5881
H -4.2335 -4.7010 -0.2437
C -3.4324 -4.0182 -0.4965
C 0.8136 2.5307 -1.0177
H -1.7738 1.6704 2.9879
C -1.2330 -3.1456 -0.0931
N 3.2544 -2.5161 -1.5323
C 0.7169 2.1576 5.7384
H 1.2867 0.6283 -3.2915
H -2.5728 3.8814 -2.4211
F 0.3480 -1.7536 2.4340
C 0.5111 -1.9735 -3.1247
H 0.0289 -0.4931 4.9824
H 1.0128 -3.9534 -6.4300
C 3.1717 2.9304 4.7862
C -0.4106 2.3458 1.4680
H 2.4543 -4.3898 -4.4775
C 2.3355 2.1808 3.9515
P 1.5277 -2.8695 2.9948
H -2.1193 -4.7168 1.0549
C -1.7513 2.2045 -1.3478
C -0.1363 -2.4425 -5.4176
O 3.1684 -1.1977 -1.9284
N -0.4114 1.1583 0.5639
H -2.6841 -1.6107 -2.7434
F 0.9558 -2.7191 4.4572
C 0.8670 -3.3957 -5.5142
P 0.0808 -1.1948 -1.5146
C 0.2851 1.0208 -3.1618
F 2.4590 -1.5152 3.1908
H 2.5362 -4.3332 -1.8583
H 4.1422 3.2224 4.4065
F 3.6921 -0.6537 0.5584
H -1.8763 3.1391 -4.6199
C -0.6411 0.1125 4.3780
H -0.7413 2.9930 3.4518
H -2.5110 0.9157 0.9321
C -1.5905 0.3268 0.8549
H 0.5689 2.8191 1.4085
H 3.4788 3.8565 6.6843
C -1.3759 -2.2478 -1.1484
C -0.7484 2.0376 2.9179
H -4.4961 -3.1405 -2.1403
C -1.6406 3.3117 -2.4171
H -0.7867 -2.2377 -6.2582
H -1.3783 0.5934 5.0314
C -3.5808 -3.1376 -1.5617
C -0.4019 1.6421 -0.8432
Y 1.7901 -0.3141 1.1284
C -0.1798 1.9568 -3.9835
```

Its multiplicity is 2. As for the net charge: 0. For the gap between HOMO and LUMO (spin up / spin down), the calculation gives 5.84 / 5.84 eV. Its energy above the lowest of the compared OMol25 structures with the same formula, charge and spin is 84.92 kcal/mol. Its HOMO energy (spin up / spin down) is -7.1 / -7.1 eV.

---

Entry 4:
Computed, not measured: a structure of composition C30H29N8O5SSeY in a non-equilibrium geometry, with the ωB97M-V functional and the def2-TZVPD basis.

```
75
C30H29N8O5SSeY, DFT the ωB97M-V functional and the def2-TZVPD basis
C -2.0814 -2.9990 3.0233
C 3.3406 -0.3721 4.1952
N 3.1278 -0.6511 -1.8093
C -3.2562 2.7106 -2.3141
C -0.2012 4.1141 -1.0235
N 1.5029 0.0301 2.7390
H -2.4405 -1.6597 -0.8559
N 4.5744 1.1734 -1.9139
C 2.7595 -2.3179 -3.5118
C 4.3894 -0.3661 -3.7391
H 4.1501 -1.0200 4.4907
C -1.3881 -3.9954 0.9684
H -2.1161 -0.3408 -2.7976
C 1.2506 1.1710 3.3867
N -0.5921 -1.8245 1.5926
S 3.0779 1.0094 0.2584
H 3.0215 -3.1631 -2.8754
C 3.4555 -1.0900 -3.0421
C 5.9641 1.5983 -3.8069
H -2.9179 4.6613 -1.3303
H -1.2799 -1.0296 3.3647
C 2.5231 -0.7284 3.1387
H -0.3632 4.2625 0.0456
H 6.5655 1.0012 -4.4856
C 4.9403 0.7668 -3.1094
H 0.7361 3.5794 -1.1725
C -4.2461 -1.1564 0.1808
C 2.0359 1.6165 4.4411
H -5.8421 -0.3797 1.3895
C -2.6176 0.4885 -3.2942
H -0.1665 5.0772 -1.5327
C 0.0911 -2.6095 -0.5719
C -4.8267 -0.2402 1.0434
C 3.1017 0.8311 4.8449
H -4.2883 2.6215 -2.5842
H 2.4208 -1.1977 -1.2780
H -2.6725 -3.0144 3.9261
H 5.4567 2.3662 -4.3918
C -1.1458 2.0766 -2.1122
C -2.9357 -0.9490 -0.2036
O -2.3590 -6.2530 2.8556
N -2.1948 0.0815 0.2243
H 3.0344 -2.5455 -4.5375
O 1.1214 -1.8165 -0.4384
C -1.8785 2.0825 1.5809
H 6.5972 2.0966 -3.0783
H -2.2363 0.5702 -4.3114
H -2.2905 2.4910 2.5143
C 3.6408 0.4880 -1.2557
O -0.3405 -3.0368 -1.6232
H 3.7350 1.1452 5.6638
C -4.0736 0.8344 1.4827
H 1.6794 -2.1896 -3.4363
H -1.9136 2.9044 0.8472
H -1.4128 -4.7887 0.2354
C -0.0014 1.9465 2.9946
H -4.7743 -2.0345 -0.1551
C -2.5829 3.7121 -1.6989
H 2.6835 -1.6465 2.5824
O -4.2149 -5.1125 2.2580
N -0.5174 1.6116 1.7991
C -3.0105 -5.2912 2.4468
Se 0.3996 1.0544 -2.1928
C -2.1327 -4.0816 2.1462
H 4.6963 -0.6653 -4.7263
H -4.4811 1.5522 2.1791
H 1.7759 2.5463 4.9250
Y 0.4152 -0.0116 0.5907
C -2.7511 0.9624 1.0685
N -1.2736 3.3134 -1.5882
C -1.3150 -1.8983 2.7158
O -0.4521 2.7524 3.8016
N -2.3520 1.7139 -2.5720
H -3.6910 0.3246 -3.3088
C -0.6370 -2.8630 0.7377
```

As for the net charge: 0. For the gap between HOMO and LUMO, the calculation gives 7.05 eV. Its energy above the lowest of the compared OMol25 structures with the same formula, charge and spin is 21.75 kcal/mol. Its HOMO energy is -7.4 eV.